No. 1
Here is the ion C4H8BrN2 with charge +1 from the OMol25 dataset. Energies are from ωB97M-V/def2-TZVPD.

XYZ file:
```
15
Properties=species:S:1:pos:R:3:forces:R:3:mulliken_charge:R:1
Br -0.69700 -2.57624 1.53801 0.216 0.781 -1.455 -0.086
C -0.44738 -1.31095 -0.01187 -2.491 1.288 -0.822 -0.035
C -1.18721 0.10175 0.33804 -1.976 -2.688 0.584 -0.767
C -0.51609 1.33686 -0.13518 0.652 1.589 1.645 -0.419
N 0.95283 1.17542 -0.19077 0.744 0.587 -0.749 -0.203
C 1.60545 0.02147 -0.29816 -3.987 0.907 0.357 -0.046
N 0.94945 -1.11932 -0.26028 2.056 -1.985 0.306 -0.173
H -0.97287 -1.64647 -0.97192 0.967 -0.406 1.627 0.348
H -1.49537 -0.08253 1.41419 0.891 1.291 -1.018 0.389
H -2.18048 0.20361 -0.18479 0.823 -1.075 0.487 0.317
H -1.01616 1.75057 -1.05689 1.241 -0.530 0.591 0.322
H -0.60409 2.12488 0.66778 -0.404 -0.637 -0.922 0.293
H 1.41449 2.09441 -0.13756 0.370 -1.178 -0.311 0.270
H 2.60722 -0.09582 -0.48773 2.429 0.535 -0.062 0.468
H 1.58721 -1.97766 -0.22287 -1.533 1.521 -0.258 0.322
```
Forces are in eV/Å.

Properties
Relative energy (zero: lowest compared OMol25 entry of this formula, charge and spin) in kcal per mole: 30.7
Orbital gap in eV: 10.4519
Total charge: +1
SMILES string: Br[C@H]1CCNC=[NH+]1
Lowest unoccupied orbital energy in eV: -3.9


No. 2
Here is the ion C4H8BrN2O2 with charge +1 from the OMol25 dataset. Energies are from ωB97M-V/def2-TZVPD.

XYZ file:
```
17
Properties=species:S:1:pos:R:3:forces:R:3:mulliken_charge:R:1
C -1.14606 0.07692 1.23613 -0.094 -0.136 0.000 -1.458
C 0.24378 -0.50912 1.09882 -0.100 1.176 0.632 0.196
N 0.22147 -1.89679 0.58177 -0.135 -1.109 0.106 0.654
O -0.32542 -2.88021 0.94092 -0.099 -0.177 -0.015 -0.528
N 0.97897 -1.66552 -0.43803 1.170 2.137 -0.347 0.316
O 1.22844 -2.46129 -1.47501 -0.576 -0.311 -0.122 -0.402
C 1.11131 -0.11137 -0.12089 0.659 -1.585 -0.280 0.455
C 0.55424 0.76270 -1.19775 0.111 0.182 -0.049 -1.402
Br 2.99014 0.27656 0.29822 -0.909 -0.130 -0.158 -0.006
H -1.75838 -0.10687 0.35648 -0.016 0.004 -0.060 0.398
H -1.07962 1.15048 1.39837 0.100 0.034 0.010 0.364
H -1.64319 -0.35990 2.10210 0.038 -0.021 -0.043 0.419
H 0.78007 -0.46876 2.05284 0.029 -0.211 -0.263 0.378
H 2.18626 -2.63804 -1.58177 -0.135 0.233 0.536 0.414
H -0.43830 0.44385 -1.50761 -0.057 -0.076 0.035 0.421
H 1.21367 0.76598 -2.06365 0.001 -0.026 0.011 0.405
H 0.49444 1.78425 -0.82250 0.015 0.016 0.006 0.376
```
Forces are in eV/Å.

Properties
Relative energy (zero: lowest compared OMol25 entry of this formula, charge and spin) in kcal per mole: 0.0
Orbital gap in eV: 10.1077
Total charge: +1
SMILES string: C[C@H]1[N+](=O)N(O)[C@]1(C)Br
Lowest unoccupied orbital energy in eV: -5.1


No. 3
Here is a structure of composition C4H8Cl2NO3S from the OMol25 dataset. Energies are from ωB97M-V/def2-TZVPD.

XYZ file:
```
19
Properties=species:S:1:pos:R:3:forces:R:3:mulliken_spin:R:1
C -0.40982 -0.16488 -1.28547 2.361 -2.377 0.879 0.081
C 1.06975 -0.25034 0.71354 0.236 0.826 -0.136 0.029
C 0.20635 0.65462 -0.20431 -0.803 1.386 1.358 -0.114
C -0.87414 1.53572 0.45194 0.742 -0.747 0.969 0.921
N 0.71657 2.69342 1.90602 1.164 0.995 -0.106 0.740
O -0.76136 2.95107 -1.66109 -1.723 0.342 1.431 0.001
O -2.58918 1.44633 -1.01143 -1.564 1.154 -0.648 0.107
O -2.46389 3.71776 0.03175 0.411 -0.374 -0.034 -0.006
S -1.76994 2.60696 -0.59867 1.697 -2.034 -1.738 -0.013
Cl 0.05941 3.22742 3.33764 -0.349 0.083 1.031 0.125
Cl 0.76537 3.99415 0.82865 0.340 -0.187 0.052 0.142
H -1.17566 -0.78993 -0.85081 -0.157 -0.464 -0.056 -0.019
H -0.79734 0.35336 -2.05764 -1.480 2.010 -2.227 -0.009
H 0.42097 -0.74836 -1.73985 -0.464 -0.316 0.271 0.002
H 2.16132 -0.13145 0.42756 -1.247 -0.363 0.479 -0.001
H 0.92998 -0.06607 1.78174 0.231 0.326 -0.074 -0.006
H 0.72763 -1.25798 0.55976 0.225 -0.696 -0.121 -0.002
H 0.84054 1.41949 -0.59911 0.739 0.272 -0.819 0.042
H -1.12386 1.35661 1.50238 -0.359 0.164 -0.509 -0.020
```
Forces are in eV/Å.

Properties
Multiplicity: 3
Relative energy (zero: lowest compared OMol25 entry of this formula, charge and spin) in kcal per mole: 0.0
Orbital gap (spin up / spin down) in eV: 6.1264 / 6.7258
Total charge: -1
Lowest unoccupied orbital energy (spin up / spin down) in eV: 3.0 / 1.6


No. 4
Here is an isolated molecule of C4H8ClN from the OMol25 dataset. Energies are from ωB97M-V/def2-TZVPD.

XYZ file:
```
14
Properties=species:S:1:pos:R:3:forces:R:3:mulliken_charge:R:1
C -1.67436 -0.86120 0.31565 -0.537 -1.227 -2.552 -0.871
N -0.58951 -0.80962 -0.68796 0.504 -0.965 0.784 -0.405
C 0.16598 0.41905 -0.69061 -0.939 -0.059 -0.125 -0.196
C 0.67379 1.07792 0.56673 -0.146 -0.418 1.366 -0.590
C 1.63005 0.45608 -0.39948 -0.052 0.880 -0.066 -0.039
Cl 2.51312 -0.97177 0.05944 0.076 -0.255 -0.105 -0.220
H -2.11590 -1.89059 0.29516 0.267 0.877 -0.096 0.322
H -1.33161 -0.69498 1.28481 0.413 0.609 1.835 0.330
H -2.43995 -0.15301 -0.01022 -0.037 -0.021 0.431 0.268
H 0.01897 -1.63423 -0.53620 -0.313 0.919 -0.228 0.307
H -0.23328 1.12305 -1.42047 0.427 -0.121 -0.159 0.320
H 0.71837 2.15316 0.64036 -0.185 0.143 -0.136 0.229
H 0.45499 0.60441 1.55150 0.414 0.152 -1.014 0.222
H 2.20934 1.18175 -0.96871 0.108 -0.515 0.065 0.321
```
Forces are in eV/Å.

Properties
Relative energy (zero: lowest compared OMol25 entry of this formula, charge and spin) in kcal per mole: 19.1
Orbital gap in eV: 9.9098
SMILES string: CN[C@H]1C[C@H]1Cl
Lowest unoccupied orbital energy in eV: 1.0


No. 5
Here is a cluster of 2 separate species, C4H8ClN2 in total from the OMol25 dataset. Energies are from ωB97M-V/def2-TZVPD.

XYZ file:
```
15
Properties=species:S:1:pos:R:3:forces:R:3:mulliken_charge:R:1
C -1.25723 0.97950 1.14059 -0.636 0.279 -1.254 -0.179
C -0.15883 -0.87897 0.90740 1.382 0.486 -1.638 -0.405
C 0.59044 0.05893 0.21644 -2.260 -0.204 1.255 0.393
C 1.88717 0.19076 -0.43299 0.103 1.004 -2.159 -1.152
N -1.28909 -0.30621 1.37342 1.134 -0.011 0.504 0.025
N -0.15179 1.22665 0.39610 -1.670 -0.103 0.909 -0.068
Cl -0.61359 -1.42707 -2.46538 1.793 0.689 2.436 -0.208
H -2.19624 1.49396 1.29051 0.650 1.031 0.029 0.368
H -1.32222 -1.68868 -3.40059 -1.833 -0.688 -2.472 0.242
H -0.10524 -1.91563 0.95064 0.702 -1.508 0.177 0.451
H 2.44524 -0.73945 -0.60417 0.025 0.532 0.714 0.316
H 2.30036 1.01818 0.15323 1.207 -0.661 -0.113 0.359
H 1.78013 0.65746 -1.48118 -0.143 -0.772 1.389 0.348
H -1.87693 -0.78643 2.01589 -0.847 -0.145 0.271 0.241
H -0.03217 2.11699 -0.05990 0.392 0.072 -0.049 0.267
```
Forces are in eV/Å.

Properties
Relative energy (zero: lowest compared OMol25 entry of this formula, charge and spin) in kcal per mole: 12.3
Orbital gap in eV: 10.6132
Total charge: +1
Lowest unoccupied orbital energy in eV: -3.4


No. 6
Here is the ion C4H8ClN2 with charge +1 from the OMol25 dataset. Energies are from ωB97M-V/def2-TZVPD.

XYZ file:
```
15
Properties=species:S:1:pos:R:3:forces:R:3:mulliken_charge:R:1
C 0.89509 -1.16306 -1.04506 1.418 1.766 -0.440 -0.255
C 1.01187 1.42059 0.48845 -0.416 -0.278 -0.740 -0.006
C -0.22110 0.77428 -0.02281 -0.178 -0.095 0.131 0.455
C -1.41313 0.97459 0.92491 -0.017 0.167 0.051 -1.555
N -0.05138 -0.64632 -0.29672 -0.757 -0.677 0.577 -0.177
N 1.02314 -2.43161 -1.28507 -0.470 -0.772 0.197 -0.212
Cl 1.03775 2.96266 1.05198 0.079 -0.517 -0.243 0.066
H 1.94816 0.87595 0.42117 0.158 -0.041 0.218 0.353
H -0.47569 1.27689 -0.97224 0.231 0.159 0.094 0.258
H -1.56911 2.02894 1.12362 -0.039 0.088 0.007 0.472
H -1.22713 0.46468 1.86485 -0.020 -0.076 0.144 0.437
H -2.32350 0.58485 0.47726 0.029 -0.057 -0.087 0.403
H -0.82008 -1.21360 0.06588 0.018 0.105 0.073 0.289
H 1.77795 -2.74871 -1.87664 -0.135 0.105 0.099 0.267
H 0.40716 -3.16012 -0.91959 0.098 0.123 -0.082 0.206
```
Forces are in eV/Å.

Properties
Relative energy (zero: lowest compared OMol25 entry of this formula, charge and spin) in kcal per mole: 94.9
Orbital gap (spin up / spin down) in eV: 4.9313 / 6.2402
Total charge: +1
Lowest unoccupied orbital energy (spin up / spin down) in eV: -7.1 / -6.6


No. 7
Here is an isolated molecule of C4H8ClNO from the OMol25 dataset. Energies are from ωB97M-V/def2-TZVPD.

XYZ file:
```
15
Properties=species:S:1:pos:R:3:forces:R:3:mulliken_charge:R:1
N -0.38157 1.39585 1.52752 0.230 1.545 -0.796 -0.615
C -0.89003 1.29614 0.15145 -0.466 -0.078 -0.252 -0.682
C 0.09491 0.85252 -0.95122 -0.493 -1.074 0.609 -0.430
C 0.58206 -0.37999 -1.16612 0.570 0.951 0.710 0.390
Cl 1.79249 -0.60464 -2.46764 -0.682 -0.036 0.632 -0.222
C 0.53529 -1.58618 -0.24167 -0.209 -0.122 -0.422 -0.377
O -0.49925 -1.43245 0.72773 0.270 1.179 -0.831 -0.499
H 0.54494 1.85745 1.62247 -1.005 -0.503 -0.444 0.233
H -0.30444 0.46568 1.78662 0.581 -1.986 1.199 0.314
H -1.30461 2.27562 -0.06424 0.201 0.192 -0.602 0.365
H -1.78832 0.62456 0.12308 0.966 0.455 0.349 0.278
H 0.40699 1.61848 -1.61838 0.208 0.489 -0.614 0.371
H 1.51799 -1.65023 0.28217 -0.460 -0.197 -0.584 0.273
H 0.33098 -2.48060 -0.87285 0.421 0.370 0.485 0.318
H -0.63742 -2.25221 1.16109 -0.134 -1.184 0.562 0.284
```
Forces are in eV/Å.

Properties
Relative energy (zero: lowest compared OMol25 entry of this formula, charge and spin) in kcal per mole: 28.1
Orbital gap in eV: 9.5801
SMILES string: NC/C=C(/Cl)CO
Lowest unoccupied orbital energy in eV: 0.5


No. 8
Here is a structure of composition C4H8ClNO from the OMol25 dataset. Energies are from ωB97M-V/def2-TZVPD.

XYZ file:
```
15
Properties=species:S:1:pos:R:3:forces:R:3:mulliken_charge:R:1
C 0.38597 0.76325 -1.62477 -1.750 1.508 2.018 -1.360
C 0.20649 0.63964 0.98773 -1.052 0.731 -1.913 -1.215
C -0.92655 -1.20495 -0.38805 -0.093 1.215 -0.121 -0.681
C 0.09928 -0.10171 -0.36239 1.218 0.279 0.278 0.838
N 1.58309 -1.41389 -0.42182 -0.876 1.516 0.578 0.064
O 2.14959 -1.50000 0.59603 -0.615 0.202 -0.702 -0.233
Cl -2.56995 -0.74546 0.13723 -0.757 0.549 -0.267 -0.211
H -0.36088 1.54044 -2.08644 0.715 -1.865 1.194 0.264
H 1.19301 1.38566 -1.28180 0.698 0.256 -0.323 0.349
H 0.69608 0.08927 -2.33819 0.792 -1.183 -2.087 0.426
H 0.65059 -0.02811 1.67530 0.532 -0.623 1.144 0.386
H -0.83216 0.87949 1.28842 0.568 -0.164 0.171 0.309
H 0.75784 1.60974 0.95033 -0.212 -0.942 -0.170 0.331
H -0.73292 -1.90335 0.37706 0.812 -1.148 0.506 0.351
H -1.01009 -1.64724 -1.36337 0.021 -0.332 -0.304 0.382
```
Forces are in eV/Å.

Properties
Relative energy (zero: lowest compared OMol25 entry of this formula, charge and spin) in kcal per mole: 80.5
Orbital gap in eV: 8.1970
Lowest unoccupied orbital energy in eV: -0.2